No. 1
A molecular structure, C22H18F5InN6O5STe, computed with ωB97M-V with the def2-TZVPD basis set.

For the HOMO-LUMO gap, the calculation gives 0.3010 hartree. Its energy above the lowest of the compared OMol25 structures with the same formula, charge and spin is 229.4 kJ/mol. For the HOMO energy, the calculation gives -0.329 Eh.

XYZ file:
```
59
Properties=species:S:1:pos:R:3:nbo_charge:R:1
In 0.46414 1.69504 1.51126 1.948
N 3.87303 0.88354 1.60655 -0.575
C 3.34381 1.05348 2.88700 0.401
C 4.19218 0.84316 3.97534 -0.282
C 3.69821 1.02760 5.24756 -0.113
C 2.38087 1.43527 5.41809 -0.268
C 1.60227 1.61108 4.30004 0.125
N 2.07262 1.39648 3.05545 -0.565
C 3.53092 1.48414 0.40176 0.418
C 4.52930 1.61654 -0.56954 -0.277
C 4.21255 2.18458 -1.78078 -0.119
C 2.91360 2.62637 -2.01554 -0.258
C 1.98502 2.45503 -1.01921 0.084
N 2.28236 1.87662 0.16067 -0.568
H 4.83483 0.58709 1.62817 0.404
H 5.22328 0.55990 3.81016 0.220
H 4.34196 0.87331 6.10308 0.230
H 1.96251 1.61280 6.39711 0.243
H 0.57311 1.93824 4.36302 0.260
H 5.53637 1.28429 -0.35483 0.222
H 4.97605 2.29739 -2.53886 0.231
H 2.63211 3.09617 -2.94562 0.240
H 0.95994 2.79154 -1.12341 0.250
O -2.93387 0.74652 3.92049 -0.925
S -2.11082 1.35905 2.93215 2.579
O -2.72598 1.58294 1.63154 -1.013
O -1.53414 2.74503 3.34230 -0.980
O -0.81808 0.54815 2.76149 -1.077
F -0.75597 5.66365 0.91804 -0.612
Te -1.53693 4.16937 1.73323 3.373
F -1.17413 5.25096 3.21894 -0.588
F -2.71910 4.37324 0.25319 -0.628
F -3.25280 4.31810 2.48804 -0.588
F 0.61802 3.65239 2.44436 -0.738
O -0.68558 3.06498 0.50137 -1.201
N -3.15148 -2.73680 -3.10222 -0.540
C -3.38265 -3.91924 -3.76545 0.174
C -4.43642 -4.36745 -4.55597 -0.261
C -4.32318 -5.64285 -5.06942 -0.199
C -3.20100 -6.44702 -4.80670 -0.226
C -2.16083 -5.99850 -4.02177 -0.189
C -2.25551 -4.71116 -3.49101 0.061
N -1.37950 -4.02153 -2.67950 -0.432
C -1.94356 -2.86389 -2.46701 0.344
C -1.35400 -1.81026 -1.64055 -0.020
C -1.92132 -0.54993 -1.51007 -0.182
C -1.31658 0.39256 -0.69937 0.070
N -0.18933 0.12755 -0.03263 -0.539
C 0.36440 -1.08534 -0.15428 0.058
C -0.17421 -2.07402 -0.94318 -0.213
H -3.77532 -1.95149 -3.05255 0.421
H -5.30240 -3.75155 -4.75958 0.220
H -5.11795 -6.03589 -5.68927 0.217
H -3.15980 -7.44085 -5.23209 0.217
H -1.29608 -6.61389 -3.81427 0.225
H -2.83413 -0.27046 -2.01756 0.213
H -1.74057 1.37683 -0.55158 0.273
H 1.27052 -1.26248 0.41393 0.200
H 0.28923 -3.04640 -1.02052 0.254
```

---

No. 2
A molecular structure, C40H46N2O3PRuSSi2, computed with ωB97M-V with the def2-TZVPD basis set.

For the HOMO-LUMO gap (spin up / spin down), the calculation gives 0.2666 / 0.2615 hartree. Its energy above the lowest of the compared OMol25 structures with the same formula, charge and spin is 0.0 kJ/mol. As for the spin multiplicity: 6. As for the expectation value of S²: 8.77. For the HOMO energy (spin up / spin down), the calculation gives -0.256 / -0.313 Eh.

XYZ file:
```
96
Properties=species:S:1:pos:R:3:lowdin_spin:R:1
Ru -0.00218 0.62359 0.20129 3.269
C -0.31619 0.23560 4.40917 0.003
Si 1.40626 0.63844 3.79211 0.063
C 2.40576 -0.83694 3.21959 0.000
C 2.36632 1.41682 5.21107 0.029
C 1.31205 1.92007 2.40587 0.579
C 2.43885 1.88936 1.46437 0.088
C 3.69498 2.44513 1.71468 0.017
C 4.69374 2.30497 0.77048 0.010
C 4.43820 1.61201 -0.40775 0.002
C 3.17257 1.09762 -0.59560 0.016
N 2.19901 1.24345 0.30932 0.094
Si 0.20210 3.42362 2.43663 0.078
C 0.54819 4.46449 0.91356 0.001
C -1.59682 2.89451 2.53626 0.031
C 0.57244 4.46563 3.95182 0.025
H -0.34518 -0.76566 4.84647 0.000
H -1.06487 0.26772 3.61605 0.000
H -0.61736 0.94871 5.18304 0.000
H 2.06858 -1.73930 3.73566 0.000
H 3.46484 -0.68429 3.44599 0.000
H 2.29698 -1.02760 2.15166 -0.001
H 2.44519 0.68165 6.01921 0.004
H 1.88577 2.30831 5.61692 0.000
H 3.38514 1.67910 4.91104 0.000
H 3.87029 2.96944 2.64553 0.003
H 5.67422 2.72701 0.95256 0.001
H 5.20137 1.47227 -1.16058 0.000
H 2.90602 0.54271 -1.48677 0.002
H 0.83967 3.86325 0.05028 0.001
H 1.35994 5.16894 1.11620 0.000
H -0.33175 5.04680 0.62819 0.000
H -1.83167 2.03988 1.89511 0.013
H -2.24731 3.72175 2.23694 0.002
H -1.85503 2.61758 3.56114 0.001
H 1.62642 4.75156 4.00117 0.000
H 0.31570 3.94287 4.87537 0.000
H -0.02180 5.38424 3.91301 0.004
C 1.51478 1.70302 -3.98063 0.003
C 1.71147 0.28190 -4.43909 0.009
C 2.51141 0.01917 -5.54554 -0.001
C 2.71410 -1.27525 -6.00210 0.009
C 2.11010 -2.33882 -5.35385 0.000
C 1.30589 -2.10175 -4.24783 0.011
C 1.09666 -0.80469 -3.78228 0.023
P 0.11550 -0.48334 -2.27729 0.100
C -0.51005 -2.12342 -1.75147 0.009
C -1.83510 -2.50666 -1.95267 0.002
C -2.31626 -3.70947 -1.45592 0.000
C -1.47618 -4.54126 -0.73643 0.001
C -0.15343 -4.17133 -0.53505 0.000
C 0.35259 -2.97636 -1.03490 0.001
C 1.80017 -2.63465 -0.79431 0.004
C -1.36843 0.36085 -2.92184 0.013
C -1.98846 -0.05523 -4.09810 0.000
C -3.21663 0.46595 -4.46995 0.011
C -3.82713 1.40611 -3.64923 0.000
C -3.19051 1.86060 -2.50491 0.011
C -1.93341 1.37750 -2.13378 0.022
C -1.17228 1.96415 -0.99205 0.143
H 2.11810 2.38749 -4.57645 0.000
H 1.79223 1.83312 -2.93282 0.001
H 0.46991 2.00716 -4.07124 0.001
H 2.98462 0.84868 -6.05938 0.000
H 3.34318 -1.44926 -6.86584 0.001
H 2.25871 -3.35174 -5.70561 0.000
H 0.82590 -2.93110 -3.74478 0.001
H -2.51278 -1.85496 -2.48419 0.000
H -3.35408 -3.97761 -1.61223 0.000
H -1.84499 -5.46084 -0.30006 0.000
H 0.49235 -4.81089 0.05539 0.000
H 2.24074 -3.32827 -0.07997 0.000
H 1.91321 -1.62798 -0.38773 0.002
H 2.38160 -2.68058 -1.71981 0.000
H -1.51367 -0.81570 -4.70918 0.000
H -3.70175 0.12938 -5.37679 0.001
H -4.79768 1.80668 -3.91691 0.000
H -3.65404 2.63343 -1.90218 0.001
H -1.78870 2.67154 -0.43195 0.022
H -0.34543 2.55448 -1.41640 0.025
O -1.93358 -3.76854 4.50743 0.003
S -1.63398 -3.87786 3.10923 0.002
O -1.38715 -5.18343 2.56327 0.003
N -0.40960 -2.85862 2.70873 0.024
C -0.82587 -1.92642 1.90418 0.019
O -0.04771 -1.02393 1.43666 0.145
C -2.28101 -1.96523 1.54856 0.003
C -3.01428 -1.12255 0.73291 0.020
C -4.35944 -1.41154 0.53114 0.002
C -4.95047 -2.51836 1.13288 0.000
C -4.21360 -3.36056 1.96062 0.000
C -2.88359 -3.05202 2.15020 0.000
H -2.55777 -0.26930 0.24248 0.018
H -4.95102 -0.77080 -0.11088 0.000
H -5.99905 -2.72453 0.95675 0.000
H -4.66456 -4.22162 2.43614 0.000
```